(1)
DFT (ωB97M-V/def2-TZVPD) results for a single C2H4N4S molecule in a non-equilibrium geometry.

Output
* maximum force: 3.46 eV Å⁻¹
* total energy: -695.71314 a.u.
* relative energy (zero: lowest compared OMol25 entry of this formula, charge and spin): 3.232 eV
* SMILES: N#CC(=S)NNN
* HOMO level (spin up / spin down): -9.204 / -9.205 eV
* total charge: 0
* gap between HOMO and LUMO (spin up / spin down): 8.2 / 8.2 eV

```
11
Properties=species:S:1:pos:R:3:forces:R:3:lowdin_charge:R:1
S 1.824133 1.780415 1.798700 -0.371 -0.609 -0.870 0.67
N -1.341631 -1.514951 -0.455166 2.535 0.054 -2.155 -0.04
N 1.680256 1.410046 -1.844239 -0.048 -0.110 -0.146 0.20
N 0.016608 0.097807 0.797333 1.116 0.043 0.592 -0.05
N -1.079113 -0.155014 -0.051168 0.137 -0.173 -2.954 -0.11
C 1.034589 0.972049 0.564909 -0.828 -0.475 2.978 -0.84
C 1.381879 1.179337 -0.759177 0.574 0.590 -2.124 -0.29
H -0.617739 -2.109720 -1.056955 -1.760 2.041 2.172 0.14
H -0.850210 0.385103 -0.964622 -0.782 -1.159 2.008 0.15
H -0.151254 -0.010429 1.791561 -0.373 -0.022 -0.144 0.12
H -1.897516 -2.034642 0.178824 -0.201 -0.181 0.643 0.04
```
Forces are in eV/Å.



(2)
DFT (ωB97M-V/def2-TZVPD) results for a gas-phase ion, C3H7N2O2 (charge +1) in a non-equilibrium geometry.

Output
* maximum force: 5.67 eV Å⁻¹
* total energy: -378.03327 a.u.
* relative energy (zero: lowest compared OMol25 entry of this formula, charge and spin): 6.002 eV
* HOMO level (spin up / spin down): -12.933 / -12.934 eV
* total charge: +1
* gap between HOMO and LUMO (spin up / spin down): 8.9 / 8.9 eV

```
14
Properties=species:S:1:pos:R:3:forces:R:3:lowdin_charge:R:1
O -0.958174 1.765271 -0.510098 1.389 -0.222 0.682 0.09
O 1.005304 0.582242 0.226373 -1.512 1.194 -0.037 -0.06
N 1.654622 -0.689718 -0.114464 -1.341 0.839 0.913 0.03
N -1.029309 0.636990 1.529265 0.245 0.848 -3.112 0.32
C -0.397300 0.690310 0.097413 1.538 -5.232 -1.556 -0.32
C 0.916945 -1.505028 -0.962565 0.756 -0.180 -0.635 -0.21
C -0.386051 -1.388840 -1.141465 0.332 3.069 1.529 0.18
H -0.266771 2.122929 -1.095602 -0.333 0.166 -0.137 0.15
H -0.406464 0.269177 2.181299 1.813 -0.198 1.576 0.15
H 2.643750 -0.428160 -0.127707 -0.566 -0.572 -0.645 0.16
H 1.567396 -2.289711 -1.436668 -0.799 0.703 0.440 0.16
H -1.844759 0.103517 1.618652 -1.737 -1.376 -0.498 0.15
H -1.324922 1.583167 1.615338 0.003 1.382 1.139 0.15
H -1.174268 -1.452145 -1.879773 0.211 -0.421 0.341 0.06
```
Forces are in eV/Å.



(3)
DFT (ωB97M-V/def2-TZVPD) results for a single C3H7Cl3Si molecule in a non-equilibrium geometry.

Output
* maximum force: 3.00 eV Å⁻¹
* total energy: -1788.60312 a.u.
* relative energy (zero: lowest compared OMol25 entry of this formula, charge and spin): 3.861 eV
* SMILES: C[Si](Cl)(CCl)CCl
* HOMO level: -10.394 eV
* total charge: 0
* gap between HOMO and LUMO: 10.7 eV

```
14
Properties=species:S:1:pos:R:3:forces:R:3:lowdin_charge:R:1
Cl 2.380624 1.818239 -0.174297 -1.046 0.009 -0.691 0.47
Cl -2.751913 -0.027961 -0.679039 -0.504 0.652 0.117 0.51
Cl 1.636117 -2.114619 -0.830771 -1.303 2.423 0.983 0.02
Si 0.297713 -0.206470 -0.086362 0.034 -2.255 0.668 0.38
C -1.297073 -0.996761 -0.807548 1.201 0.063 -2.029 -0.79
C 0.159133 0.026898 1.847009 1.639 1.785 -1.765 -0.18
C 0.769992 1.348649 -0.963551 0.878 -0.277 1.422 -0.63
H 0.939822 0.950929 -1.925862 0.574 0.258 -1.498 0.01
H -1.410853 -1.819845 -0.175488 -0.396 -1.519 1.042 -0.02
H -1.250224 -1.453890 -1.863715 0.290 1.022 1.583 0.07
H 0.038124 2.155177 -0.966847 0.259 -0.010 0.125 0.05
H 1.064242 -0.099615 2.450702 0.252 0.072 -0.616 0.03
H -0.101551 1.139572 1.952345 -0.284 -1.761 0.101 0.07
H -0.474150 -0.720309 2.223419 -1.595 -0.462 0.559 0.00
```
Forces are in eV/Å.



Copy entry 3 word for word.
DFT (ωB97M-V/def2-TZVPD) results for a single C3H7Cl3Si molecule in a non-equilibrium geometry.

Output
* maximum force: 3.00 eV Å⁻¹
* total energy: -1788.60312 a.u.
* relative energy (zero: lowest compared OMol25 entry of this formula, charge and spin): 3.861 eV
* SMILES: C[Si](Cl)(CCl)CCl
* HOMO level: -10.394 eV
* total charge: 0
* gap between HOMO and LUMO: 10.7 eV

```
14
Properties=species:S:1:pos:R:3:forces:R:3:lowdin_charge:R:1
Cl 2.380624 1.818239 -0.174297 -1.046 0.009 -0.691 0.47
Cl -2.751913 -0.027961 -0.679039 -0.504 0.652 0.117 0.51
Cl 1.636117 -2.114619 -0.830771 -1.303 2.423 0.983 0.02
Si 0.297713 -0.206470 -0.086362 0.034 -2.255 0.668 0.38
C -1.297073 -0.996761 -0.807548 1.201 0.063 -2.029 -0.79
C 0.159133 0.026898 1.847009 1.639 1.785 -1.765 -0.18
C 0.769992 1.348649 -0.963551 0.878 -0.277 1.422 -0.63
H 0.939822 0.950929 -1.925862 0.574 0.258 -1.498 0.01
H -1.410853 -1.819845 -0.175488 -0.396 -1.519 1.042 -0.02
H -1.250224 -1.453890 -1.863715 0.290 1.022 1.583 0.07
H 0.038124 2.155177 -0.966847 0.259 -0.010 0.125 0.05
H 1.064242 -0.099615 2.450702 0.252 0.072 -0.616 0.03
H -0.101551 1.139572 1.952345 -0.284 -1.761 0.101 0.07
H -0.474150 -0.720309 2.223419 -1.595 -0.462 0.559 0.00
```
Forces are in eV/Å.



The highest maximum force belongs to which entry? C3H7N2O2



The highest maximum force belongs to which entry? C3H7N2O2